{"formula": "C13H23ClEuNO4P", "method": "ωB97M-V with the def2-TZVPD basis set", "total_charge": 0, "spin_multiplicity": 8, "homo_lumo_gap_ev": [7.20, 7.41], "fmax_ev_per_a": 2.51, "species": ["C", "C", "C", "C", "C", "C", "C", "C", "N", "Eu", "C", "P", "H", "H", "H", "H", "H", "H", "H", "H", "C", "C", "H", "C", "C", "H", "H", "H", "H", "H", "H", "H", "H", "H", "H", "H", "H", "H", "H", "O", "Cl", "O", "O", "O"], "positions_angstrom": [[0.5088, 3.2966, -2.3622], [-0.7688, 2.8439, -2.0438], [-0.9707, 1.8553, -1.0399], [0.1262, 1.4097, -0.3220], [1.4108, 1.8162, -0.6491], [1.5999, 2.7904, -1.6556], [-2.3547, 1.3104, -0.7195], [-2.5020, -0.2067, -0.3919], [-2.7266, -1.0198, -1.5845], [-0.5737, 0.3216, 1.8033], [2.5502, 1.0864, 0.0583], [1.9767, -0.6328, 0.4486], [-1.6193, 3.2375, -2.5986], [2.6025, 3.1272, -1.9118], [0.6618, 4.0311, -3.1628], [2.7867, 1.5304, 1.0417], [3.4816, 1.0402, -0.5201], [-2.7915, 1.8607, 0.1423], [-3.0396, 1.5223, -1.5556], [-1.6372, -0.6945, 0.1733], [3.4485, -1.4297, 1.2687], [2.1544, -1.3411, -1.2514], [-3.3997, -0.3196, 0.2364], [-1.5610, -1.1153, -2.4458], [-3.2614, -2.3329, -1.2423], [-0.3234, -1.8363, 3.1603], [-1.8236, -1.7171, -3.3252], [-1.2313, -0.1197, -2.7611], [-0.7034, -1.6019, -1.9378], [-3.4870, -2.8971, -2.1555], [-2.5517, -2.9293, -0.6363], [-4.1772, -2.2088, -0.6505], [3.1749, -1.3035, -1.6648], [1.8367, -2.3924, -1.2327], [1.4952, -0.7944, -1.9363], [4.4138, -1.3591, 0.7400], [3.5934, -0.9961, 2.2700], [3.2506, -2.5032, 1.4161], [0.0332, -2.1825, 2.5305], [-0.2527, -1.2393, 5.4353], [0.0719, 0.1585, 5.3593], [-0.9840, 0.9887, 5.8518], [1.3447, 0.4341, 5.9679], [0.2180, 0.5120, 3.8533]], "mulliken_spin": [0.0028, 0.0011, 0.0044, -0.0104, -0.0260, -0.0012, 0.0028, -0.0138, -0.0031, 7.0375, 0.0048, -0.0043, -0.0002, -0.0001, 0.0002, 0.0019, -0.0001, 0.0014, -0.0008, 0.0118, -0.0013, -0.0020, -0.0099, 0.0004, -0.0018, 0.0114, 0.0000, -0.0003, -0.0005, -0.0001, 0.0007, 0.0002, -0.0001, 0.0000, 0.0004, -0.0003, 0.0002, 0.0003, -0.0050, 0.0010, -0.0005, 0.0000, -0.0012, -0.0004]}